Entry 1:
This record from OMol25 describes a single C10H11N molecule at a distorted geometry. The level of theory is ωB97M-V/def2-TZVPD.

```
22
Properties=species:S:1:pos:R:3:forces:R:3
C 1.118385 -2.315764 2.033421 2.715 1.567 -3.351
C -0.051886 -1.695613 1.257339 -1.370 0.316 0.590
C 0.327504 -0.487949 0.472546 0.621 0.767 -0.189
C -0.335502 0.234482 -0.474828 0.436 -0.885 0.931
C -1.523349 -0.001099 -1.196241 -0.926 -1.176 0.300
C -2.075270 0.973316 -1.943375 -0.576 -1.157 0.219
C -1.489565 2.234056 -1.985337 3.716 2.030 1.360
C -0.213189 2.442956 -1.432996 -1.811 0.893 -2.274
C 0.423205 1.425455 -0.699992 0.492 0.678 -0.208
N 1.585964 1.527276 -0.129230 -0.812 -1.387 0.587
C 1.612025 0.281977 0.686670 -1.182 1.616 0.135
H 1.766092 -2.689502 1.187530 0.062 0.271 1.010
H 0.904946 -3.167498 2.537093 -1.165 -2.452 1.801
H 1.800949 -1.671882 2.689504 -1.469 -0.417 -1.051
H -0.719462 -1.359370 2.067320 -0.367 0.202 -0.430
H -0.726379 -2.356628 0.590800 1.467 0.413 1.212
H -1.945892 -0.999853 -1.053564 -0.229 0.369 -0.451
H -2.938420 0.821999 -2.548514 -0.683 -0.334 -0.115
H -1.967829 3.103428 -2.390725 -0.288 0.018 -0.609
H 0.393591 3.315959 -1.677202 -0.540 0.149 0.354
H 1.647419 0.687427 1.724236 0.696 -0.860 -0.387
H 2.406663 -0.303173 0.285549 1.210 -0.622 0.565
```
Forces are in eV/Å.

Results
- E_LUMO (alpha / beta): -0.3 / -0.3 eV
- Multiplicity: 1
- Calculated total energy: -442.32763 a.u.
- Relative energy (zero: lowest compared OMol25 entry of this formula, charge and spin): 158.4 kJ/mol
- SMILES: CCC1=c2ccccc2=NC1

***

Entry 2:
This record from OMol25 describes 3 unconnected molecules or ions with the total composition C9H11N4S2 at a distorted geometry. The level of theory is ωB97M-V/def2-TZVPD.

```
26
Properties=species:S:1:pos:R:3:forces:R:3
C 0.092204 0.011693 0.239512 0.035 0.113 2.508
C -1.120954 -0.461667 0.457981 -0.960 -0.064 -1.135
C -1.636555 -1.473414 1.072912 -0.239 -2.167 1.719
C 0.752374 -1.598024 1.997594 -2.715 0.141 0.293
C 1.066817 -0.454917 1.315993 1.366 2.090 -1.792
C -0.572428 -2.121476 1.921886 -0.193 -1.974 -0.695
C 0.474980 0.990365 -0.632383 1.593 3.166 -2.519
C -0.065224 1.753778 -1.686024 4.591 0.834 1.213
C -1.288387 1.877768 -2.253299 -3.555 -0.676 0.069
N -2.961298 -1.912071 1.286492 0.601 1.797 -1.043
N 1.630811 -2.024627 2.919661 1.461 -0.446 0.720
N -1.342515 2.635809 -3.328616 0.929 -0.023 0.308
N 0.930793 2.815297 -2.324487 -0.617 -2.668 0.331
S 2.686780 0.206850 1.345292 -0.932 -0.342 0.099
S -1.101128 -3.533598 2.750235 0.662 0.869 0.204
H 1.498740 1.301260 -0.279228 -0.709 -0.127 -0.907
H 1.993689 -1.351819 -1.681546 -2.011 0.492 1.802
H -3.516189 -1.088562 1.038280 -0.535 -0.615 0.451
H -3.064605 -2.284690 2.222721 -0.151 0.068 0.028
H 2.553351 -1.665084 2.680363 0.035 -0.356 0.451
H 1.539256 -2.923264 3.354415 -0.227 -0.185 -0.212
H -2.165457 3.110336 -3.601348 -0.854 -0.077 -0.306
H -0.441242 3.033753 -3.592737 0.002 0.121 -0.514
H 0.813410 3.740439 -2.019271 -0.673 1.358 0.816
H 1.866295 2.587076 -2.085841 0.864 -0.491 0.215
H 1.376483 -1.171212 -1.118559 2.231 -0.838 -2.105
```
Forces are in eV/Å.

Results
- E_LUMO (alpha / beta): 1.5 / 1.4 eV
- Multiplicity: 1
- Calculated total energy: -1364.74150 a.u.
- Relative energy (zero: lowest compared OMol25 entry of this formula, charge and spin): 545.8 kJ/mol
- Total charge: -1

***

Entry 3:
This record from OMol25 describes a molecular structure, C24H48AsCoF6O18 at a distorted geometry. The level of theory is ωB97M-V/def2-TZVPD.

```
98
Properties=species:S:1:pos:R:3:forces:R:3
Co 0.107600 -11.068508 -0.825019 -0.293 -0.145 0.250
As 2.068884 -8.013532 0.057421 0.100 0.593 0.049
F 1.355926 -9.530799 -0.559622 0.208 -0.198 -0.041
F 1.466351 -7.263923 -1.374357 -0.189 0.140 -0.286
F 2.720655 -6.536905 0.619398 0.045 -0.038 0.121
F 2.567052 -8.893532 1.451292 0.185 -0.135 0.318
F 3.513048 -8.437720 -0.748845 0.323 -0.168 -0.176
F 0.557087 -7.709806 0.830248 -0.332 0.148 0.226
C 2.105569 -16.822879 -1.981472 -0.156 0.103 0.924
C 2.309447 -15.590029 -2.817399 0.617 -0.490 -0.595
O 1.777698 -14.477961 -2.076843 -0.431 0.044 0.079
C 1.918166 -13.248718 -2.537503 0.408 0.138 -0.321
O 1.392291 -12.292396 -2.022341 -0.254 0.097 0.158
O 2.711827 -13.162810 -3.590185 0.096 -0.094 0.004
C 3.033198 -11.817176 -4.025325 0.136 -0.278 -0.405
H 1.049055 -17.060014 -1.847455 0.021 -0.066 -0.195
H 2.496419 -16.633557 -0.975760 0.039 -0.015 -0.093
H 2.631666 -17.698514 -2.350340 -0.031 0.063 -0.329
H 1.830464 -15.676261 -3.795184 -0.210 0.189 0.124
H 3.368115 -15.430232 -3.021123 0.004 0.111 0.164
H 2.118739 -11.252296 -4.152820 0.058 0.218 0.243
H 3.531752 -11.929269 -4.985053 -0.061 -0.159 0.021
H 3.738202 -11.373839 -3.328060 -0.274 0.198 0.179
C -5.349665 -12.533107 -1.905664 0.524 -0.490 -0.706
C -4.062126 -11.791118 -2.161726 0.157 -0.070 -0.047
O -4.152756 -10.506464 -1.508769 -0.023 -0.105 0.050
C -3.017054 -9.903181 -1.212737 0.007 0.746 0.070
O -1.914184 -10.382972 -1.313772 0.165 -0.599 -0.278
O -3.265684 -8.655623 -0.852726 -0.342 -0.357 -0.153
C -2.165876 -7.845322 -0.443849 0.583 0.581 0.135
H -5.400424 -12.831578 -0.863951 -0.415 0.286 0.162
H -5.320173 -13.462347 -2.486554 0.028 0.067 0.039
H -6.200058 -11.974479 -2.284583 -0.180 0.099 0.427
H -3.880810 -11.606733 -3.223152 -0.154 0.015 -0.010
H -3.198906 -12.345473 -1.792783 -0.007 0.146 0.143
H -2.383205 -6.825955 -0.755396 -0.221 -0.049 0.062
H -1.211622 -8.120681 -0.891019 -0.189 -0.307 -0.034
H -2.064598 -7.879531 0.637987 -0.027 -0.016 -0.048
C -4.520765 -13.844660 1.909417 -0.454 0.489 0.244
C -3.034158 -13.863456 2.154980 -0.223 -0.727 -0.194
O -2.350612 -13.041794 1.180635 0.180 0.429 0.488
C -1.739053 -13.547538 0.137771 0.139 -0.028 0.328
O -0.982618 -12.883923 -0.533120 0.014 -0.088 -0.630
O -2.024943 -14.814865 -0.094259 -0.219 -0.029 0.136
C -1.505391 -15.370694 -1.301804 0.183 -0.186 -0.502
H -5.073538 -14.202861 2.780449 0.197 -0.287 -0.036
H -4.808389 -14.433772 1.041385 0.045 -0.015 -0.038
H -4.879158 -12.818175 1.783195 0.161 -0.026 -0.187
H -2.651082 -14.879149 2.078712 0.044 0.017 0.101
H -2.778569 -13.480951 3.139743 0.111 0.304 -0.114
H -2.037626 -14.954467 -2.158373 0.034 0.047 0.045
H -1.693239 -16.438482 -1.254694 -0.041 -0.004 0.113
H -0.440606 -15.174895 -1.404319 -0.030 0.086 0.114
C 3.263786 -7.833457 -5.449285 0.092 -0.031 -0.025
C 1.977034 -7.540073 -4.706374 0.233 0.339 -0.434
O 1.682102 -8.689603 -3.889947 0.029 -0.300 -0.091
C 0.456341 -9.035804 -3.571751 0.312 0.225 0.471
O 0.250933 -9.959321 -2.814077 -0.353 -0.392 -0.268
O -0.473904 -8.298894 -4.144384 -0.327 0.043 -0.242
C -1.857437 -8.705365 -4.015169 0.576 0.142 -0.886
H 4.121271 -8.015180 -4.802504 -0.138 -0.025 0.163
H 3.526304 -7.001960 -6.104762 -0.121 0.051 0.056
H 3.106464 -8.707770 -6.084387 0.092 -0.006 0.017
H 1.205982 -7.354923 -5.452692 -0.235 -0.181 0.227
H 2.024743 -6.676492 -4.045673 0.142 -0.019 0.057
H -2.317002 -8.077708 -3.261925 -0.191 -0.244 0.184
H -1.916111 -9.778413 -3.859359 -0.043 0.078 0.461
H -2.277790 -8.498690 -4.998810 -0.154 0.175 0.159
C 5.017928 -12.183382 2.833323 -0.604 -0.412 0.474
C 3.649721 -11.749678 2.355020 0.520 0.217 -0.482
O 2.840089 -12.941945 2.188409 0.148 -0.190 0.400
C 1.831090 -12.904733 1.356810 -0.115 -0.042 -0.527
O 1.494300 -11.943558 0.701262 0.048 0.118 0.174
O 1.191335 -14.064798 1.244676 -0.327 -0.040 0.144
C 1.597946 -15.187811 2.038664 0.071 -0.132 0.346
H 5.667159 -11.312697 2.843982 0.196 -0.097 -0.045
H 5.399695 -12.986459 2.204772 0.203 0.264 -0.253
H 4.960140 -12.612444 3.837256 0.041 0.218 0.033
H 3.737974 -11.252203 1.391327 -0.219 0.044 -0.013
H 3.152379 -11.071063 3.043008 -0.083 -0.039 0.046
H 2.437928 -15.694794 1.567747 0.000 0.010 -0.010
H 0.742768 -15.854764 2.112982 -0.035 0.032 -0.279
H 1.869292 -14.896920 3.051022 0.070 0.128 -0.083
C 0.407156 -9.729925 4.974190 -0.402 0.115 0.062
C 0.226756 -9.995366 3.506213 0.777 0.176 -0.531
O -1.174992 -10.209048 3.227543 -0.227 0.091 -0.012
C -1.506187 -10.233429 1.948383 -0.026 0.054 0.359
O -0.717814 -10.298128 1.039416 0.345 -0.184 -0.033
O -2.805789 -10.150322 1.731640 -0.216 -0.094 -0.169
C -3.711290 -9.925456 2.826160 -0.064 0.261 -0.156
H 0.015466 -8.745526 5.233467 0.226 0.078 -0.040
H 1.472061 -9.782504 5.191910 -0.020 0.106 0.192
H -0.140905 -10.428256 5.607857 0.191 -0.272 -0.132
H 0.821138 -10.832251 3.131387 -0.347 -0.316 0.233
H 0.590107 -9.166628 2.891307 -0.266 0.091 0.168
H -3.761872 -10.796455 3.473829 0.073 0.012 0.079
H -4.675230 -9.740050 2.360660 0.004 -0.114 -0.036
H -3.419177 -9.032954 3.374826 0.066 -0.121 0.141
```
Forces are in eV/Å.

Results
- E_LUMO (alpha / beta): -1.8 / -1.8 eV
- Multiplicity: 4
- Calculated total energy: -6515.40586 a.u.
- Total charge: +1

***

Entry 4:
This record from OMol25 describes a molecular structure, C4H7Br2NO3 at a distorted geometry. The level of theory is ωB97M-V/def2-TZVPD.

```
17
Properties=species:S:1:pos:R:3:forces:R:3
C 1.285618 1.799818 -0.032921 0.094 0.026 0.069
C -1.667138 -1.457291 -0.207183 0.040 -0.159 0.038
C 0.936120 0.521475 0.611474 -1.148 0.253 -0.058
C -1.297223 -0.088516 -0.639241 0.403 0.447 -0.041
N 1.214468 -0.683478 0.008570 0.036 -0.286 -0.109
O 1.586870 -0.700131 -1.168752 0.697 -0.150 0.386
O 1.005051 -1.696748 0.715294 0.254 -0.489 0.133
O 0.541111 0.452856 1.867821 0.339 -0.055 -0.081
Br -0.692413 0.121571 -2.398247 -0.752 0.075 -0.157
Br -2.321814 1.345948 0.051513 0.114 -0.169 -0.026
H 2.363622 1.835408 -0.200967 0.051 0.030 0.042
H 0.982707 2.627605 0.601207 -0.020 -0.017 0.043
H 0.820945 1.887136 -1.015267 -0.043 -0.047 0.056
H -2.656598 -1.748606 -0.569670 -0.056 0.124 -0.051
H -0.943229 -2.179230 -0.589647 -0.031 0.081 0.051
H -1.679341 -1.521056 0.883265 -0.006 0.047 -0.036
H 0.521244 -0.516762 2.082752 0.028 0.290 -0.260
```
Forces are in eV/Å.

Results
- E_LUMO (alpha / beta): -0.8 / -1.2 eV
- Multiplicity: 1
- Calculated total energy: -5584.93981 a.u.
- Relative energy (zero: lowest compared OMol25 entry of this formula, charge and spin): 127.9 kJ/mol